[1]
Density functional theory data (the ωB97M-V functional and the def2-TZVPD basis) for an isolated ion of composition C14H16BFN2O2 and charge +2.

**E_HOMO**: -16.46 eV
**LUMO level**: -8.50 eV
**Spin multiplicity**: 1
**E_tot**: -25230.6816 eV
**Total charge**: +2

Last column: Löwdin charge in e.
Cartesian coordinates (Å):
H 6.049 1.516 0.218  0.12
C -2.376 0.794 1.168  0.07
B 4.262 0.441 -0.631  -0.41
H -6.252 0.064 -1.026  0.16
H 4.635 0.895 -2.536  0.13
C -3.838 0.657 1.137  0.06
H 5.306 -1.485 0.508  0.08
H 2.942 -0.201 1.701  0.16
O 4.815 0.181 -1.896  0.15
C -5.965 -0.161 0.038  0.03
C -2.334 -0.403 -1.112  0.07
H 2.397 0.923 -2.464  0.16
C -6.185 -1.704 0.335  -0.38
H 6.322 -0.813 1.891  0.09
H 0.332 -0.338 2.047  0.14
C 2.247 0.045 0.857  0.06
H -1.840 1.297 2.007  0.14
C -0.075 0.269 -0.049  -0.09
H -4.340 -0.946 -1.858  0.17
H -4.441 1.070 1.989  0.17
H 4.784 1.117 1.488  0.09
F -6.024 -2.049 1.666  0.09
C 5.305 0.739 0.559  -0.13
C -3.780 -0.471 -1.018  0.04
H -6.488 0.499 0.775  0.16
C 0.491 0.634 -1.362  0.06
C 0.812 -0.041 1.089  0.08
H 6.911 -0.705 0.115  0.10
C -1.631 0.236 0.040  -0.09
C 1.939 0.681 -1.476  0.06
C 6.042 -0.682 0.819  -0.07
O -6.421 -2.511 -0.484  0.22
H -0.128 0.852 -2.258  0.13
H -1.760 -0.825 -1.977  0.14
N -4.471 0.033 0.084  -0.06
N 2.756 0.393 -0.386  0.09

[2]
Density functional theory data (the ωB97M-V functional and the def2-TZVPD basis) for one molecule with the formula C3H5N3.

**E_HOMO**: -7.75 eV
**LUMO level**: 0.28 eV
**Relative energy (zero: lowest compared OMol25 entry of this formula, charge and spin)**: 6.5638 eV
**Spin multiplicity**: 1
**E_tot**: -7655.8918 eV

Last column: Löwdin charge in e.
Cartesian coordinates (Å):
C -1.778 0.054 0.067  -0.01
H -2.583 -0.521 0.522  0.10
N -0.759 -1.199 0.853  0.22
H -1.893 0.023 -1.017  0.10
H 0.731 1.243 -0.978  0.09
H -1.771 1.057 0.493  0.10
N 2.439 -1.118 0.610  0.04
C 0.846 0.361 -0.365  -0.10
H 2.902 0.440 -0.526  0.13
N 2.172 -0.149 -0.070  -0.26
C -0.156 -0.337 0.200  -0.42

[3]
Density functional theory data (the ωB97M-V functional and the def2-TZVPD basis) for C26H25N2OReS5Sb2 as an isolated structure.

**E_HOMO**: -18.45 eV
**LUMO level**: -12.51 eV
**Relative energy (zero: lowest compared OMol25 entry of this formula, charge and spin)**: 0.2399 eV
**Spin multiplicity**: 1
**E_tot**: -101737.7273 eV
**Total charge**: +4

Last column: Löwdin charge in e.
Cartesian coordinates (Å):
Re 1.108 0.429 -1.684  0.51
S 0.415 1.265 -8.921  0.19
H -4.197 -2.076 0.658  0.11
N 3.418 2.640 0.122  0.15
C -1.046 -2.176 0.435  -0.53
N 3.240 0.056 -1.824  -0.11
H -3.342 0.382 3.540  0.11
H 6.134 0.641 -0.241  0.14
S 0.322 0.587 -3.595  0.31
C -0.763 0.511 5.729  -0.01
S 0.899 -1.573 -1.120  0.56
C -1.387 -4.085 -1.008  -0.04
C -6.369 0.475 0.186  -0.02
C -0.589 -4.844 -0.156  0.01
H 0.139 -2.541 2.219  0.11
H 0.894 -0.146 2.848  0.09
H -2.259 -2.160 -1.368  0.12
C -2.066 0.558 5.255  -0.03
Sb -1.564 1.034 -8.156  0.62
C 5.067 -0.833 -3.082  0.01
H -0.570 0.673 6.781  0.13
C 2.617 3.129 -0.800  -0.43
C -5.903 -0.826 0.326  -0.04
C -4.551 -1.060 0.528  -0.11
H -7.427 0.651 0.039  0.13
C -5.496 1.555 0.245  -0.04
C 3.720 -0.611 -2.895  -0.10
H -2.885 0.757 5.932  0.13
H 1.513 4.916 -0.983  0.12
H 2.590 0.785 0.640  0.09
C -2.323 0.346 3.907  -0.09
H -6.593 -1.658 0.291  0.13
H 1.311 0.223 5.253  0.12
S -3.560 0.821 -7.426  0.19
H 7.025 -0.536 -2.242  0.14
C 4.105 0.496 -0.881  -0.23
H -3.468 2.190 0.510  0.10
C 3.557 1.203 0.336  -0.08
H 0.564 -4.903 1.660  0.14
H 4.234 1.056 1.174  0.15
C 0.301 0.257 4.867  -0.04
C 0.065 0.047 3.520  -0.14
C -3.685 0.032 0.581  -0.39
H 2.993 -0.972 -3.608  0.10
C 2.550 4.589 -1.060  0.07
H 5.400 -1.370 -3.959  0.14
C 5.961 -0.371 -2.130  0.03
H 3.974 3.280 0.673  0.18
C 5.465 0.291 -1.016  0.04
C -1.250 0.090 3.056  -0.38
O 1.899 2.341 -1.493  -0.27
H -1.832 -4.540 -1.883  0.13
H -5.872 2.564 0.146  0.13
S -0.370 1.324 -0.197  0.22
H 3.170 5.160 -0.373  0.11
Sb -1.700 -0.297 1.076  1.50
H 2.881 4.776 -2.083  0.12
C -0.030 -4.288 0.997  -0.02
C -0.262 -2.963 1.305  -0.13
H -0.413 -5.889 -0.380  0.14
C -4.141 1.343 0.449  -0.12
C -1.622 -2.753 -0.721  -0.19